Entry from OMol25: a cluster of 2 separate species, C5H14 in total (ωB97M-V/def2-TZVPD).

For the energy relative to the best compared isomer or geometry (same formula, charge and spin), the calculation gives 0.401 eV. As for the SMILES: CCC.CC. The calculation puts the gap between HOMO and LUMO at 12.375 eV.

Last column: Mulliken charge in e.
Cartesian coordinates (Å):
C  -1.840  -0.650  1.503  -0.73
C  -2.051  0.865  1.320  -0.66
H  -2.306  -0.976  2.427  0.31
H  -2.331  -1.186  0.696  0.25
H  -0.804  -0.957  1.440  0.12
H  -3.098  1.038  1.095  0.30
H  -1.757  1.353  2.248  0.26
H  -1.399  1.300  0.562  0.13
C  1.534  -0.586  -1.323  -0.16
C  1.815  -0.405  0.155  -0.82
C  0.961  0.686  -2.008  -1.05
H  2.418  -0.895  -1.882  0.31
H  0.797  -1.364  -1.489  0.26
H  2.068  0.608  0.478  0.33
H  1.701  1.157  -2.650  0.31
H  0.062  0.433  -2.573  0.28
H  0.616  1.441  -1.302  0.25
H  1.017  -0.755  0.812  -0.03
H  2.596  -1.106  0.490  0.34



Entry from OMol25: a structure of composition C37H63BBrN6O3PS3Si2TeTi (ωB97M-V/def2-TZVPD).

For the energy relative to the best compared isomer or geometry (same formula, charge and spin), the calculation gives 2.573 eV. As for the expectation value of S²: 0.754. Its multiplicity is 2. The charge is -1. The calculation puts the gap between HOMO and LUMO at 7.084 eV.

Last column: Mulliken spin population.
Cartesian coordinates (Å):
Ti  0.091  -0.097  0.276  0.87
C  1.099  3.684  -2.043  0.00
C  -0.354  3.445  -1.574  0.01
C  -0.499  3.722  -0.066  0.01
C  -0.978  2.169  -2.047  0.03
C  -1.847  2.178  -3.124  0.00
C  -2.044  0.843  -3.486  0.01
N  -1.349  0.106  -2.585  0.02
N  -0.651  0.902  -1.683  -0.04
B  -1.408  -1.481  -2.630  -0.04
N  -0.059  -2.073  -2.210  0.01
C  0.555  -3.038  -2.931  0.00
C  1.584  -3.526  -2.158  -0.01
C  1.489  -2.843  -0.904  0.02
N  0.487  -2.023  -0.951  0.02
C  2.207  -3.134  0.399  0.01
C  3.711  -3.081  0.227  0.00
C  1.708  -4.431  1.063  0.00
N  -2.654  -1.914  -1.812  0.00
C  -2.810  -2.024  -0.475  0.01
C  -4.127  -2.169  -0.195  0.00
C  -4.773  -2.189  -1.471  0.00
N  -3.864  -1.973  -2.459  0.00
C  -6.239  -2.294  -1.712  0.00
C  -6.660  -2.639  -3.192  0.00
C  -7.099  -1.133  -1.127  0.00
H  1.234  4.760  -2.019  0.00
H  1.187  3.265  -3.040  0.00
H  1.737  3.141  -1.390  0.00
H  -0.870  4.293  -2.046  0.00
H  0.218  3.116  0.489  0.01
H  -1.505  3.649  0.315  0.00
H  -0.341  4.847  0.127  0.00
H  -2.222  3.079  -3.508  0.00
H  -2.504  0.346  -4.232  0.00
H  -1.521  -1.832  -3.765  0.00
H  0.129  -3.272  -3.901  0.00
H  2.264  -4.268  -2.433  0.00
H  1.945  -2.328  1.064  0.00
H  4.022  -3.868  -0.432  0.00
H  4.315  -3.175  1.087  0.00
H  4.097  -2.187  -0.310  0.00
H  1.695  -5.414  0.539  0.00
H  0.720  -4.216  1.393  0.00
H  2.184  -4.636  2.007  0.00
H  -1.897  -2.170  0.139  0.00
H  -4.578  -2.310  0.735  0.00
H  -6.460  -3.248  -1.212  0.00
H  -6.474  -1.772  -3.857  0.00
H  -7.668  -2.948  -3.190  0.00
H  -6.018  -3.376  -3.664  0.00
H  -6.983  -1.093  -0.035  0.00
H  -6.695  -0.216  -1.616  0.00
H  -8.132  -1.230  -1.408  0.00
S  -2.045  -0.576  4.287  0.00
C  -1.363  -0.332  2.825  0.03
S  -1.727  0.895  1.617  -0.03
S  -0.131  -1.442  2.224  -0.02
C  -1.474  -4.491  -5.774  0.00
P  -1.860  -6.207  -6.082  0.00
C  -1.646  -7.138  -4.476  0.00
C  -3.624  -6.128  -6.200  0.00
O  -1.294  -6.920  -7.258  0.00
H  -1.943  -4.269  -4.762  0.00
H  -1.856  -3.769  -6.512  0.00
H  -0.417  -4.435  -5.782  0.00
H  -2.217  -6.762  -3.583  0.00
H  -0.639  -7.175  -4.213  0.00
H  -2.054  -8.078  -4.774  0.00
H  -4.185  -5.908  -5.298  0.00
H  -3.914  -7.077  -6.564  0.00
H  -3.928  -5.364  -6.956  0.00
Br  5.776  1.212  -5.075  0.00
C  4.954  0.790  -3.407  0.00
C  3.572  0.601  -3.390  0.00
C  2.932  0.561  -2.202  -0.01
C  3.624  0.627  -1.016  0.00
C  5.026  0.620  -1.044  0.00
C  5.708  0.777  -2.236  0.00
C  2.895  0.588  0.309  0.02
O  3.453  0.288  1.331  0.00
O  1.618  0.879  0.227  0.06
H  3.051  0.568  -4.385  0.00
H  1.842  0.469  -2.191  0.02
H  5.573  0.420  -0.126  0.00
H  6.773  0.737  -2.313  0.00
C  -0.886  1.232  7.545  0.00
Si  0.767  1.857  6.853  0.00
C  2.342  1.047  7.495  0.00
C  1.166  3.735  7.087  0.00
C  0.750  1.435  4.917  0.00
Te  2.322  2.171  3.698  0.00
C  1.265  4.092  3.539  0.00
Si  2.312  5.621  3.290  0.00
C  3.446  5.996  4.754  0.00
C  3.334  5.421  1.747  0.00
C  1.119  6.981  2.824  0.00
H  -0.951  1.257  8.651  0.00
H  -0.937  0.207  7.287  0.00
H  -1.679  1.857  7.175  0.00
H  2.645  1.559  8.424  0.00
H  3.128  1.154  6.835  0.00
H  2.114  0.030  7.767  0.00
H  1.506  3.962  8.098  0.00
H  0.276  4.392  7.011  0.00
H  2.039  3.877  6.405  0.00
H  -0.129  1.894  4.432  0.00
H  0.533  0.390  4.750  0.00
H  0.840  4.133  4.526  0.00
H  0.505  4.013  2.786  0.00
H  4.459  5.457  4.590  0.00
H  2.973  5.521  5.622  0.00
H  3.513  7.065  4.976  0.00
H  4.089  4.643  2.005  0.00
H  3.929  6.291  1.398  0.00
H  2.720  5.020  1.049  0.00
H  0.474  7.369  3.691  0.00
H  0.421  6.594  2.074  0.00
H  1.714  7.841  2.538  0.00



Among the records above, which one has the highest energy relative to the best compared isomer or geometry (same formula, charge and spin)?
C37H63BBrN6O3PS3Si2TeTi